{"formula": "C9H14", "method": "the ωB97M-V functional and the def2-TZVPD basis", "symbols": ["C", "C", "C", "C", "C", "C", "C", "H", "H", "H", "H", "H", "H", "H", "H", "C", "C", "H", "H", "H", "H", "H", "H"], "xyz": [[-0.616, -0.383, 2.561], [-0.984, -1.056, 1.254], [-0.289, -0.752, 0.089], [-0.707, -1.327, -1.100], [-1.817, -2.160, -1.166], [-2.497, -2.468, 0.006], [-2.053, -1.945, 1.211], [-1.261, -0.770, 3.356], [-0.741, 0.693, 2.495], [0.389, -0.667, 2.886], [0.519, -0.038, 0.094], [-0.267, -1.077, -2.060], [-1.984, -2.783, -2.036], [-3.404, -3.062, 0.038], [-2.565, -2.239, 2.119], [2.982, 2.783, -1.002], [1.604, 2.227, -1.401], [3.807, 2.259, -1.464], [3.042, 3.830, -1.303], [3.125, 2.723, 0.079], [0.841, 2.095, -0.637], [1.760, 1.261, -1.877], [1.117, 2.856, -2.143]], "forces_ev_per_angstrom": [[-0.131, -0.973, 0.188], [0.202, 0.223, 0.692], [-0.625, -0.109, -0.307], [-0.275, 0.181, -0.739], [0.327, -1.015, 0.659], [-0.035, 0.196, 0.259], [-0.111, 0.154, -0.218], [-0.106, 0.250, -0.091], [0.198, 0.105, 0.071], [0.085, 0.395, -0.236], [0.146, 0.004, 0.076], [0.464, 0.003, 0.225], [-0.377, 0.585, -0.326], [0.235, -0.267, -0.305], [0.001, 0.234, 0.067], [-0.757, 0.480, 0.557], [0.197, -0.310, -0.756], [0.066, -0.205, -0.230], [0.189, -0.017, 0.200], [0.097, 0.093, -0.056], [0.374, 0.093, 0.458], [-0.277, -0.177, -0.001], [0.113, 0.076, -0.190]], "fmax_ev_per_a": 1.253, "relative_energy_kcal_mol": 10.2, "smiles": "Cc1ccccc1.CC", "total_energy_ev": -9559.7387, "lumo_ev": 1.0, "orbital_gap_ev": 10.027, "homo_ev": -9.0113}